{
  "formula": "C2H3ClN2O4",
  "method": "ωB97M-V/def2-TZVPD",
  "species": ["C", "C", "N", "N", "O", "O", "O", "O", "Cl", "H", "H", "H"],
  "positions_angstrom": [[-0.1104, 0.0724, 0.1159], [1.9625, -0.0553, 0.1499], [2.3937, 1.4028, -0.0395], [2.2531, -0.9520, -1.0461], [1.5637, 2.2437, -0.1342], [2.4887, -2.0562, -0.7811], [3.5983, 1.5226, -0.0664], [2.0925, -0.4898, -2.1576], [2.5606, -0.7299, 1.5646], [-0.2764, 0.5508, 1.0526], [-0.5009, 0.8128, -0.5847], [-0.2835, -0.9074, -0.1634]],
  "mulliken_charge": [-0.938, 0.158, 0.953, 0.948, -0.540, -0.530, -0.516, -0.560, -0.098, 0.373, 0.313, 0.436],
  "mol_weight_g_mol": 154.51,
  "energy_ev": -25806.8957,
  "relative_energy_kcal_mol": 36.7,
  "fmax_ev_per_a": 5.0
}

---

{
  "formula": "C5H11N",
  "method": "ωB97M-V/def2-TZVPD",
  "species": ["C", "C", "C", "C", "C", "N", "H", "H", "H", "H", "H", "H", "H", "H", "H", "H", "H"],
  "positions_angstrom": [[-1.8805, -1.0145, -0.6024], [-0.9783, 0.1942, -0.7652], [0.5270, -0.1299, -0.2240], [1.2839, 1.0004, 0.2145], [2.7100, 0.8446, 0.6350], [-2.4373, -1.0334, 0.8091], [-2.7553, -1.0765, -1.2022], [-1.3287, -1.9298, -0.8638], [-0.8302, 0.4861, -1.7988], [-1.3696, 1.0561, -0.3026], [1.0223, -1.0457, -0.6195], [0.8503, 2.0244, 0.0295], [3.1835, 1.7659, 0.3031], [2.7589, 0.8390, 1.7285], [3.2752, -0.0042, 0.2821], [-2.0587, -0.1012, 1.1508], [-1.9726, -1.8753, 1.2258]],
  "mulliken_spin": [0.168, 0.032, 0.340, 0.586, 0.043, 0.127, -0.069, 0.009, -0.109, 0.022, 0.092, -0.072, -0.059, -0.008, 0.033, -0.054, -0.083],
  "multiplicity": 2,
  "mol_weight_g_mol": 85.15,
  "energy_ev": -6850.1463,
  "s_squared": 0.7537,
  "total_charge": -1,
  "relative_energy_kcal_mol": 38.5,
  "fmax_ev_per_a": 4.0
}

---

{
  "formula": "C5H6O",
  "method": "ωB97M-V/def2-TZVPD",
  "species": ["C", "C", "C", "C", "C", "O", "H", "H", "H", "H", "H", "H"],
  "positions_angstrom": [[1.0318, 0.3171, -1.4590], [-0.0791, 1.0405, -0.7240], [-1.0209, 0.3656, -0.0995], [-1.7192, -0.4024, 0.6728], [-1.1319, -0.9202, 1.7858], [0.1851, -1.1269, 1.8266], [0.9788, -0.7689, -1.3175], [0.9252, 0.5059, -2.5330], [2.0304, 0.6575, -1.1641], [-0.1204, 2.1211, -0.8024], [-1.6236, -1.2375, 2.7004], [0.5437, -0.5517, 1.1141]],
  "mulliken_charge": [-0.967, -0.371, 0.367, -0.605, 0.105, -0.441, 0.314, 0.321, 0.316, 0.317, 0.359, 0.286],
  "mol_weight_g_mol": 82.10,
  "energy_ev": -7325.6830,
  "relative_energy_kcal_mol": 83.1,
  "fmax_ev_per_a": 0.5
}

---

{
  "formula": "C17H13ClN2O6W",
  "method": "ωB97M-V/def2-TZVPD",
  "species": ["C", "C", "C", "H", "C", "C", "H", "H", "H", "H", "W", "Cl", "C", "C", "C", "H", "C", "C", "H", "H", "H", "H", "O", "C", "O", "C", "C", "C", "C", "C", "C", "N", "O", "O", "N", "O", "O", "H", "H", "H"],
  "positions_angstrom": [[-0.8770, 2.8453, 2.4156], [-0.5996, 4.2121, 2.0215], [0.4659, 4.1673, 1.0386], [-0.9803, 5.1198, 2.4897], [0.7921, 2.7729, 0.8336], [-0.0594, 1.9820, 1.6466], [-0.0570, 0.8918, 1.7073], [-1.5554, 2.5515, 3.2248], [0.9726, 5.0458, 0.6455], [1.6212, 2.3998, 0.2192], [-1.4468, 3.7294, -0.1479], [-3.4007, 3.7208, 1.1404], [-2.2967, 3.8800, -2.1889], [-0.8856, 3.9711, -2.4091], [-0.3704, 5.0077, -1.5727], [-0.3144, 3.4132, -3.1547], [-1.4935, 5.6848, -0.9434], [-2.6923, 4.9816, -1.3457], [-3.7037, 5.3253, -1.1762], [-2.9761, 3.1860, -2.6883], [0.6699, 5.3023, -1.5035], [-1.4712, 6.6357, -0.4225], [-0.1244, -1.5198, 1.0587], [0.6704, -1.9162, 0.1820], [1.4032, -1.3183, -0.6402], [0.8463, -3.4514, 0.0616], [0.8113, -4.1113, -1.1662], [1.1165, -5.4987, -1.2153], [1.4016, -6.2373, -0.0589], [1.4007, -5.5574, 1.1607], [1.0501, -4.1873, 1.2295], [1.7818, -6.2541, 2.3603], [2.1130, -7.4576, 2.2433], [1.7712, -5.6773, 3.4683], [1.0990, -6.1615, -2.4850], [0.7825, -5.4998, -3.4912], [1.3827, -7.3793, -2.5598], [0.5541, -3.5764, -2.0772], [1.6418, -7.2886, -0.1111], [0.9567, -3.7340, 2.2107]],
  "mulliken_spin": [-0.076, 0.036, -0.083, 0.001, -0.009, 0.073, 0.021, 0.000, 0.009, 0.011, 1.791, 0.078, 0.139, 0.045, -0.047, 0.020, 0.026, -0.063, -0.001, 0.024, -0.002, 0.006, 0.001, 0.000, 0.000, 0.000, 0.000, 0.000, 0.000, 0.000, 0.000, 0.000, 0.000, 0.000, 0.000, 0.000, 0.000, 0.000, 0.000, 0.000],
  "multiplicity": 3,
  "mol_weight_g_mol": 560.59,
  "energy_ev": -47444.0627,
  "s_squared": 2.0223,
  "fmax_ev_per_a": 8.0
}

---

Question: What is the formula in the fourth record?
Answer: C17H13ClN2O6W